DFT (ωB97M-V/def2-TZVPD) results for a cluster of 2 separate species, CH6N2 in total.

Calculated values
E_LUMO = 0.877 eV
Orbital gap = 11.29 eV
SMILES string = C=N.N

Last column: Löwdin charge in e.
Geometry (Å):
N  -1.684  1.674  -0.829  0.0032
H  -2.401  1.017  -1.131  0.0070
H  -0.798  1.178  -0.817  -0.0218
H  -1.960  1.805  0.149  0.0106
C  1.140  -0.934  0.260  -0.1698
N  1.553  -1.991  0.816  0.0014
H  0.613  -1.075  -0.712  0.0660
H  1.329  0.040  0.674  0.0510
H  2.207  -1.713  1.589  0.0523

DFT (ωB97M-V/def2-TZVPD) results for the molecule C21H23N5O6S.

Calculated values
E_LUMO = -0.674 eV
Orbital gap = 7.09 eV
SMILES string = [H]/N=C1/C(=C\c2cc(OC)c(OC)c(OC)c2)C(=O)N=C2SC(CC(=O)N3CCOCC3)=NN21

Last column: Löwdin charge in e.
Geometry (Å):
C  -3.615  -3.474  0.448  -0.0720
H  -2.932  -3.346  -0.395  0.0992
O  -4.841  -2.816  0.227  -0.1140
C  -4.826  -1.456  0.049  -0.1700
C  -3.657  -0.717  0.094  0.0404
C  -3.652  0.667  -0.092  -0.1833
C  -4.883  1.311  -0.329  0.0355
C  -6.057  0.595  -0.372  -0.1888
C  -6.056  -0.811  -0.184  -0.1072
O  -7.286  -1.363  -0.256  -0.0334
C  -7.494  -2.750  -0.112  -0.0584
H  -8.570  -2.884  -0.224  0.0961
H  -6.972  -3.319  -0.884  0.0975
H  -7.181  -3.106  0.871  0.0970
O  -7.290  1.128  -0.591  -0.0642
C  -7.389  2.517  -0.791  -0.0795
H  -8.449  2.714  -0.943  0.0947
H  -7.040  3.077  0.082  0.0979
H  -6.831  2.838  -1.677  0.0980
H  -4.889  2.379  -0.475  0.1108
C  -2.494  1.500  -0.073  0.0677
C  -1.145  1.365  0.130  -0.0412
C  -0.384  0.169  0.448  -0.2736
N  -0.851  -0.997  0.595  0.1671
H  -0.149  -1.698  0.814  0.0662
N  1.009  0.388  0.599  -0.0509
C  1.570  1.618  0.432  -0.5725
N  0.957  2.693  0.153  0.1309
C  -0.419  2.674  -0.006  -0.4402
O  -0.997  3.710  -0.252  0.0654
S  3.302  1.485  0.675  1.1325
C  3.056  -0.247  0.988  -0.5272
N  1.842  -0.620  0.906  0.1121
C  4.173  -1.175  1.269  -0.0742
H  4.852  -0.765  2.014  0.1123
H  3.749  -2.113  1.630  0.1336
C  4.895  -1.506  -0.052  -0.4571
O  4.579  -2.495  -0.678  0.0730
N  5.835  -0.643  -0.486  -0.0510
C  6.410  0.496  0.194  -0.1513
H  5.902  0.716  1.129  0.0879
H  6.320  1.369  -0.462  0.1309
C  7.899  0.218  0.456  -0.1822
O  8.584  -0.057  -0.740  -0.1241
C  8.027  -1.171  -1.403  -0.1762
H  8.602  -1.299  -2.320  0.1297
C  6.547  -0.941  -1.719  -0.0999
H  6.104  -1.830  -2.166  0.1265
H  6.443  -0.089  -2.398  0.1372
H  8.131  -2.071  -0.778  0.1332
H  8.380  1.095  0.891  0.1304
H  7.993  -0.633  1.149  0.1323
H  -2.737  2.542  -0.277  0.1180
H  -2.708  -1.190  0.276  0.0464
H  -3.871  -4.528  0.553  0.0946
H  -3.129  -3.122  1.363  0.0972

Respective HOMO values: -10.41, -7.76 eV.
Respective calculated total energy values: -4113.49572, -52718.55317 eV.